Entry from the OMol25 dataset: a single C6H11NO molecule at a distorted geometry (the ωB97M-V functional and the def2-TZVPD basis).

Each line ends with the Mulliken charge.
Element x y z (Å)
O: -1.693 0.441 -1.181  -0.561
N: -0.569 -1.485 -0.645  -0.685
C: 2.339 -0.962 -0.364  -0.605
C: 0.412 1.888 0.468  -1.272
C: -1.491 -0.323 1.268  -1.481
C: -0.785 -0.208 -0.080  1.065
C: 0.471 0.640 -0.004  0.735
C: 1.724 0.187 -0.613  -0.644
H: -0.828 -0.807 1.983  0.324
H: 1.312 2.465 0.604  0.351
H: -1.772 0.658 1.642  0.331
H: -0.498 2.341 0.827  0.268
H: 1.853 -1.723 0.225  0.279
H: -1.827 1.384 -1.041  0.331
H: -2.396 -0.918 1.164  0.395
H: 3.333 -1.153 -0.737  0.291
H: -1.429 -2.023 -0.632  0.287
H: -0.358 -1.328 -1.638  0.285
H: 2.202 0.928 -1.246  0.308

The value obtained for the HOMO energy is -9.0 eV. As for the charge: 0. As for the total energy: -365.1570 a.u. The SMILES is C=CC(=C)[C@](C)(N)O. For the largest force on an atom, the calculation gives 2.17 eV Å⁻¹.



Entry from the OMol25 dataset: 2 unconnected molecules or ions with the total composition C3H9NO3S at a distorted geometry (the ωB97M-V functional and the def2-TZVPD basis).

Each line ends with the Mulliken charge.
Element x y z (Å)
S: 1.086 -2.948 0.868  -0.243
O: -3.027 1.249 -1.059  -0.595
O: -0.164 2.834 -0.808  -0.492
O: 1.251 1.142 -1.251  -0.555
N: -0.169 0.944 0.502  -0.136
C: 0.546 -0.199 1.064  -0.642
C: 0.394 1.616 -0.554  0.589
C: -0.096 -1.526 0.684  -0.559
H: -1.104 2.753 -0.590  0.320
H: -1.044 1.216 0.906  0.195
H: -0.265 -1.488 -0.389  0.293
H: 0.558 -0.048 2.151  0.356
H: 1.721 -2.856 -0.316  0.140
H: 1.605 -0.104 0.843  0.385
H: -2.861 0.814 -1.913  0.317
H: -3.967 1.368 -1.208  0.289
H: -1.009 -1.674 1.249  0.339

The value obtained for the HOMO energy is -9.1 eV. As for the charge: 0. As for the total energy: -798.3820 a.u. The SMILES is O=C(O)NCCS.O. For the largest force on an atom, the calculation gives 1.82 eV Å⁻¹.



Entry from the OMol25 dataset: a single C2H5ClNOP molecule at a distorted geometry (the ωB97M-V functional and the def2-TZVPD basis).

Each line ends with the Mulliken charge.
Element x y z (Å)
Cl: -2.479 0.502 -0.745  -0.181
P: 0.611 0.473 -1.491  0.053
O: 0.623 -1.157 0.394  -0.297
N: 1.571 -0.561 -0.484  -0.289
C: -0.299 -0.295 0.920  -0.337
C: -0.778 0.634 -0.155  -0.152
H: -1.076 -0.947 1.426  0.281
H: -0.071 -0.642 -1.803  0.051
H: 2.312 0.100 0.006  0.275
H: -0.637 1.664 0.179  0.350
H: 0.223 0.228 1.753  0.247

The value obtained for the HOMO energy is -10.2 eV. As for the charge: 0. As for the total energy: -1010.6477 a.u. The SMILES is Cl[C@H]1CONP1. For the largest force on an atom, the calculation gives 3.32 eV Å⁻¹.



Energy relative to the best compared isomer or geometry (same formula, charge and spin)? In order: 195.63, 53.06, 354.61 kJ/mol.